(1)
Below is a structure of composition C21H26N5O3S2Sr at a distorted geometry, with properties calculated with ωB97M-V/def2-TZVPD.

Calculated values
- net charge = -2
- E_HOMO (spin up / spin down) (Ha) = 0.0500 / -0.0811
- strongest force on any atom (hartree/bohr) = 0.020
- DFT total energy (a.u.) = -2142.54358
- multiplicity = 2
- Kohn-Sham gap (spin up / spin down) (eV) = 3.170 / 6.735

Geometry as XYZ:
```
58
C21H26N5O3S2Sr (ωB97M-V/def2-TZVPD)
Sr 0.183 0.525 -1.093
N -0.867 1.345 -3.417
C -2.296 1.623 -3.270
C -2.508 2.796 -2.321
N -1.879 2.578 -1.026
C -2.107 3.658 -0.073
C -1.294 3.468 1.195
N 0.117 3.801 1.010
H -0.379 2.066 -3.937
H -0.653 0.478 -3.909
H -2.778 0.733 -2.858
H -2.795 1.848 -4.222
H -3.593 2.973 -2.227
H -2.081 3.712 -2.748
H -2.250 1.711 -0.630
H -3.175 3.728 0.194
H -1.832 4.603 -0.552
H -1.430 2.437 1.551
H -1.703 4.139 1.957
H 0.538 3.182 0.320
H 0.617 3.533 1.852
S 2.007 -0.229 -4.145
C 2.048 -1.593 -3.066
C 2.857 -2.729 -3.332
C 2.848 -3.806 -2.487
C 2.054 -3.790 -1.336
C 1.320 -2.645 -1.114
N 1.304 -1.597 -1.942
H 3.466 -2.714 -4.225
H 3.465 -4.671 -2.708
H 2.027 -4.609 -0.631
H 0.703 -2.559 -0.223
O -1.947 -0.389 -0.718
N -2.458 -1.424 -0.067
C -1.806 -1.757 1.084
C -2.195 -2.828 1.835
C -3.307 -3.566 1.390
C -3.962 -3.186 0.259
C -3.573 -2.060 -0.532
S -4.405 -1.547 -1.916
H -0.984 -1.084 1.324
H -1.644 -3.061 2.734
H -3.648 -4.430 1.948
H -4.829 -3.721 -0.104
O 0.338 0.577 1.302
C 1.647 0.775 1.207
O 2.112 1.210 0.059
C 2.507 0.520 2.300
C 2.014 0.034 3.562
C 2.855 -0.203 4.620
C 4.247 0.017 4.535
C 4.745 0.496 3.300
C 3.927 0.739 2.227
H 0.949 -0.141 3.657
H 2.427 -0.571 5.550
H 4.904 -0.174 5.374
H 5.812 0.676 3.190
H 4.339 1.100 1.293
```

(2)
Below is a cluster of 3 separate species, C21H26N5O4 in total at a distorted geometry, with properties calculated with ωB97M-V/def2-TZVPD.

Calculated values
- net charge = +1
- E_HOMO (Ha) = -0.4482
- strongest force on any atom (hartree/bohr) = 0.099
- DFT total energy (a.u.) = -1390.08477
- multiplicity = 1
- Kohn-Sham gap (eV) = 8.294

Geometry as XYZ:
```
56
C21H26N5O4 (ωB97M-V/def2-TZVPD)
C 3.435 -2.694 1.968
C 2.176 -2.989 1.407
C 0.838 -2.175 1.627
N 0.679 -0.982 0.742
C 0.138 -0.996 -0.624
N 0.106 0.326 -1.153
C 0.616 1.170 -0.112
N 0.751 2.516 -0.128
N 0.969 0.321 1.002
C 1.565 0.837 2.261
C 2.850 1.766 2.072
C 3.823 1.347 0.881
C 4.918 0.228 1.288
N 5.196 -0.738 0.196
H 4.421 -2.759 1.417
H 3.497 -2.417 3.079
H 2.114 -3.938 0.767
H 0.650 -1.856 2.709
H -0.024 -2.882 1.369
H -0.239 -1.891 -1.215
H 1.016 3.029 -0.970
H 0.671 3.047 0.749
H 1.826 0.019 3.003
H 0.760 1.481 2.765
H 2.584 2.870 1.909
H 3.458 1.744 3.040
H 4.426 2.270 0.555
H 3.306 0.973 -0.057
H 4.555 -0.240 2.257
H 5.904 0.772 1.510
H 6.074 -0.487 -0.282
H 4.440 -0.790 -0.494
C -5.402 -2.767 2.123
C -4.815 -1.701 2.666
C -3.445 -1.302 2.284
O -2.906 -0.330 2.780
C -2.748 -2.128 1.274
C -3.336 -3.195 0.731
C -4.708 -3.595 1.114
O -5.242 -4.564 0.617
H -6.405 -3.075 2.392
H -5.309 -1.083 3.406
H -1.746 -1.820 1.007
H -2.842 -3.812 -0.010
C -1.682 1.546 -4.050
C -1.305 2.724 -3.558
C -1.977 3.977 -3.964
O -1.630 5.052 -3.515
C -3.085 3.870 -4.937
C -3.463 2.690 -5.431
C -2.790 1.438 -5.024
O -3.133 0.361 -5.470
H -1.199 0.620 -3.763
H -0.497 2.820 -2.844
H -3.567 4.797 -5.223
H -4.271 2.594 -6.145
```

(3)
Below is the molecule C21H27ClN4O3S at a distorted geometry, with properties calculated with ωB97M-V/def2-TZVPD.

Calculated values
- net charge = 0
- E_HOMO (Ha) = -0.3041
- strongest force on any atom (hartree/bohr) = 0.022
- DFT total energy (a.u.) = -2119.59949
- multiplicity = 1
- Kohn-Sham gap (eV) = 8.062

Geometry as XYZ:
```
57
C21H27ClN4O3S (ωB97M-V/def2-TZVPD)
C 3.991 -1.617 1.483
H 3.018 -1.226 1.202
H 4.359 -1.115 2.374
H 4.697 -1.493 0.668
S 3.872 -3.400 1.811
C 2.537 -3.410 3.067
C 1.199 -3.953 2.574
H 0.527 -3.978 3.435
H 1.333 -4.977 2.216
C 0.507 -3.149 1.469
N 1.247 -3.244 0.224
C 0.658 -3.215 -0.988
O -0.516 -2.928 -1.151
O 1.544 -3.506 -1.940
C 1.168 -3.471 -3.341
C 0.701 -2.069 -3.730
H 0.541 -2.023 -4.804
H 1.454 -1.333 -3.454
H -0.231 -1.826 -3.227
C 2.461 -3.829 -4.075
H 2.286 -3.848 -5.146
H 3.232 -3.097 -3.852
H 2.811 -4.806 -3.754
C 0.084 -4.511 -3.622
H -0.134 -4.533 -4.686
H 0.422 -5.497 -3.309
H -0.825 -4.262 -3.081
H 2.228 -3.499 0.289
C 0.262 -1.672 1.857
O 0.663 -1.152 2.872
N -0.477 -1.040 0.907
N -0.787 0.261 1.012
C -1.462 0.804 0.078
C -1.824 2.200 0.158
C -1.512 2.966 1.266
C -1.885 4.317 1.327
C -1.604 5.159 2.424
C -2.006 6.463 2.412
C -2.706 7.007 1.314
C -2.989 6.207 0.235
C -2.589 4.860 0.216
N -2.885 4.107 -0.863
C -2.525 2.864 -0.885
Cl -2.950 2.004 -2.318
H -3.522 6.587 -0.622
C -3.124 8.443 1.355
H -3.650 8.723 0.447
H -2.251 9.086 1.468
H -3.777 8.621 2.209
H -1.789 7.104 3.255
H -1.069 4.749 3.268
H -0.979 2.501 2.082
H -1.786 0.242 -0.803
H -0.788 -1.576 0.083
H -0.488 -3.586 1.293
H 2.897 -4.044 3.877
H 2.430 -2.390 3.427
```

(4)
Below is a structure of composition C21H27F2Si at a distorted geometry, with properties calculated with ωB97M-V/def2-TZVPD.

Calculated values
- net charge = +1
- E_HOMO (Ha) = -0.3879
- strongest force on any atom (hartree/bohr) = 0.036
- DFT total energy (a.u.) = -1305.25653
- multiplicity = 1
- Kohn-Sham gap (eV) = 4.500

Geometry as XYZ:
```
51
C21H27F2Si (ωB97M-V/def2-TZVPD)
C 0.630 -11.625 5.318
C 0.795 -10.256 4.696
C -0.140 -9.279 5.354
C 0.034 -7.923 4.729
C -0.929 -6.955 5.419
C -0.653 -5.623 4.709
Si -1.945 -4.755 5.763
H -1.029 -1.982 3.253
H 1.296 -12.359 4.860
H 0.844 -11.583 6.391
H -0.402 -11.973 5.204
H 1.824 -9.913 4.809
H 0.589 -10.302 3.626
H -1.182 -9.619 5.237
H 0.070 -9.225 6.434
H 1.086 -7.598 4.840
H -0.169 -7.988 3.644
H -1.969 -7.301 5.269
H -0.708 -6.918 6.502
H 0.406 -5.355 4.805
H -0.831 -5.723 3.629
H -3.433 -4.841 5.485
H -1.635 -4.126 7.108
F -2.783 0.338 -1.148
C -3.116 0.002 0.147
C -4.426 -0.368 0.425
C -4.708 -0.835 1.722
C -3.681 -1.006 2.665
C -2.348 -0.650 2.345
C -1.160 -0.923 3.261
C 0.248 -0.469 2.935
C 1.201 -0.350 3.897
C 2.573 0.095 3.703
C 2.936 0.591 2.426
C 4.268 0.870 2.149
F 4.611 1.222 0.864
C 5.278 0.783 3.102
C 4.915 0.368 4.390
C 3.587 0.052 4.701
C -2.089 -0.119 1.082
H -5.174 -0.377 -0.364
H -5.746 -1.062 1.983
H -3.943 -1.259 3.698
H -1.401 -0.639 4.290
H 0.535 -0.477 1.877
H 0.874 -0.478 4.927
H 2.178 0.687 1.649
H 6.302 1.034 2.842
H 5.692 0.280 5.151
H 3.329 -0.301 5.704
H -1.106 0.284 0.859
```